w | Entry from OMol25: one molecule with the formula C2H2Cl2O2S (ωB97M-V/def2-TZVPD).

Structure (XYZ):
```
9
Properties=species:S:1:pos:R:3:lowdin_charge:R:1
C 0.286 -0.037 -0.147 -0.67
C -0.904 -0.392 0.585 -1.12
O 2.848 0.898 0.024 -0.58
O 0.495 0.197 -1.454 0.01
S 1.786 0.286 0.866 0.94
Cl -1.786 -1.623 -0.382 0.61
Cl -1.891 1.058 0.939 0.59
H -0.622 -0.721 1.660 0.10
H -0.212 0.335 -2.091 0.13
```

**HOMO level (alpha / beta)**: -0.3230 / -0.3163 hartree
**Orbital gap (alpha / beta)**: 7.9812 / 7.6953 eV
**LUMO (alpha / beta)**: -0.81 / -0.91 eV

x | Entry from OMol25: a 2-piece molecular cluster, C2H2Cl2O2S overall (ωB97M-V/def2-TZVPD).

Structure (XYZ):
```
9
Properties=species:S:1:pos:R:3:lowdin_charge:R:1
C 2.425 0.628 1.015 0.03
C 2.277 -0.557 0.884 -0.75
O -1.563 -1.362 -1.384 -0.45
O -0.946 0.806 -0.361 -0.33
S -1.872 -0.588 -0.258 0.58
Cl 2.409 -2.126 0.455 0.70
Cl -3.868 0.123 -0.468 0.17
H 2.571 1.687 1.042 0.03
H -1.433 1.390 -0.926 0.02
```

**HOMO level**: -0.3736 hartree
**Orbital gap**: 10.0147 eV
**LUMO**: -0.15 eV

Stability, descending: w, x

w | Entry from OMol25: one molecule with the formula CH5N3S2 (ωB97M-V/def2-TZVPD).

Structure (XYZ):
```
11
Properties=species:S:1:pos:R:3:lowdin_charge:R:1
C -0.806 0.649 -0.346 -0.32
N 1.837 0.377 0.404 -0.43
N 0.028 -0.101 -1.265 -0.19
N 1.302 0.326 -1.249 -0.07
S -0.675 -1.358 1.783 0.31
S 0.545 0.599 1.195 0.66
H -1.084 1.708 -0.491 0.08
H -1.661 0.019 -0.082 0.02
H -0.405 -1.040 -1.215 0.13
H 1.990 -0.320 -1.618 0.09
H -1.071 -0.858 2.884 -0.30
```

**HOMO level**: -0.3145 hartree
**Orbital gap**: 8.5475 eV
**LUMO**: -0.01 eV

x | Entry from OMol25: one molecule with the formula CH5N3S2 (ωB97M-V/def2-TZVPD).

Structure (XYZ):
```
11
Properties=species:S:1:pos:R:3:lowdin_charge:R:1
N -1.263 -1.480 -0.124 0.09
C -0.388 -0.566 -0.043 -0.68
N -0.483 0.782 0.157 -0.52
S -1.796 1.623 0.419 0.76
N 0.818 -0.889 -0.788 -0.45
S 2.365 -0.645 -0.204 0.70
H -2.232 -1.225 0.342 0.09
H 0.617 1.151 0.228 0.15
H -1.814 2.067 1.743 -0.12
H 0.420 -1.805 -1.187 0.11
H 2.728 -1.344 0.968 -0.13
```

**HOMO level**: -0.3400 hartree
**Orbital gap**: 9.7875 eV
**LUMO**: 0.54 eV

Stability, descending: x, w

w | Entry from OMol25: one molecule with the formula C7H9NS2 (ωB97M-V/def2-TZVPD).

Structure (XYZ):
```
19
Properties=species:S:1:pos:R:3:lowdin_charge:R:1
C 2.559 1.525 -1.354 -0.22
N 2.116 0.260 -0.809 -0.05
C 0.874 0.210 -0.071 -0.59
S -0.050 1.586 0.431 0.90
C -1.673 1.144 0.008 -0.42
C 0.427 -1.117 0.286 -0.63
C -0.484 -1.401 1.266 -0.19
C -0.886 -2.759 1.410 -0.14
C -0.238 -3.511 0.418 -0.36
S 0.891 -2.538 -0.486 1.06
H 1.685 2.191 -1.877 0.10
H 3.118 1.167 -2.237 0.06
H 2.973 2.237 -0.601 0.08
H -1.620 0.419 -0.833 0.07
H -1.903 2.266 -0.282 0.07
H -2.255 0.802 0.865 0.03
H -0.693 -0.494 1.896 0.11
H -1.602 -2.969 2.184 0.10
H -0.312 -4.547 0.328 0.04
```

**HOMO level (alpha / beta)**: -0.3072 / -0.3073 hartree
**Orbital gap (alpha / beta)**: 8.2125 / 8.2140 eV
**LUMO (alpha / beta)**: -0.15 / -0.15 eV

x | Entry from OMol25: C7H9NS2 as an isolated structure (ωB97M-V/def2-TZVPD).

Structure (XYZ):
```
19
Properties=species:S:1:pos:R:3:lowdin_charge:R:1
C -1.714 0.425 0.419 -0.07
C -1.699 -0.929 0.026 -0.06
C -0.411 0.862 0.447 -0.37
C -0.387 -1.297 -0.166 -0.36
C 2.260 -0.112 0.145 -1.11
C 0.151 2.188 0.821 -0.06
C 0.207 -2.600 -0.565 -0.05
N 0.353 -0.185 0.060 0.01
S 3.004 -1.075 1.156 0.73
S 2.713 1.044 -1.005 0.83
H -2.582 1.016 0.641 0.10
H -2.557 -1.566 -0.086 0.10
H 0.515 2.729 -0.055 0.05
H -0.620 2.785 1.298 0.08
H 0.981 2.073 1.519 0.07
H 0.882 -2.476 -1.413 0.08
H 0.779 -3.035 0.256 0.06
H -0.584 -3.291 -0.840 0.08
H 4.027 0.959 -0.758 -0.10
```

**HOMO level**: -0.2740 hartree
**Orbital gap**: 6.6568 eV
**LUMO**: -0.80 eV

y | Entry from OMol25: one molecule with the formula C7H9NS2 (ωB97M-V/def2-TZVPD).

Structure (XYZ):
```
19
Properties=species:S:1:pos:R:3:lowdin_charge:R:1
C -3.098 1.019 -0.534 -0.38
S -2.078 0.833 0.981 0.81
C -0.576 -0.071 0.422 -0.92
C -0.895 -1.281 -0.359 -0.35
N -1.152 -2.048 -1.156 0.17
C 0.598 -0.162 1.514 -0.23
C 1.648 -0.979 1.003 -0.17
C 2.236 -0.685 -0.157 -0.16
C 2.006 0.568 -0.961 -0.38
S 0.175 0.898 -0.936 0.89
H -3.753 0.194 -0.738 0.03
H -2.248 1.140 -1.327 0.02
H -3.609 1.987 -0.412 0.04
H 0.431 -0.608 2.581 0.16
H 0.816 0.884 1.578 0.09
H 1.876 -1.907 1.524 0.12
H 2.852 -1.441 -0.514 0.08
H 2.548 1.410 -0.483 0.09
H 2.223 0.248 -2.026 0.10
```

**HOMO level**: -0.3236 hartree
**Orbital gap**: 9.4748 eV
**LUMO**: 0.67 eV

Stability, descending: x, y, w

w | Entry from OMol25: an isolated ion of composition C3H6N3 and charge +1 (ωB97M-V/def2-TZVPD).

Structure (XYZ):
```
12
Properties=species:S:1:pos:R:3:lowdin_charge:R:1
C -2.194 0.318 -0.006 -0.05
C -0.424 -0.240 0.001 -0.27
C 1.900 0.486 0.043 -0.04
N -1.116 1.007 -0.060 0.17
N -1.619 -0.939 0.112 0.17
N 0.830 -0.464 -0.070 0.10
H -3.210 0.739 0.035 0.17
H 2.632 0.646 -0.744 0.09
H 1.600 1.594 0.252 0.14
H 2.507 0.071 0.981 0.15
H -2.001 -1.719 -0.322 0.13
H 1.095 -1.501 -0.223 0.23
```

**Charge**: +1
**HOMO level**: -0.5610 hartree
**Orbital gap**: 9.9522 eV
**LUMO**: -5.31 eV

x | Entry from OMol25: an isolated ion of composition C3H6N3 and charge +1 (ωB97M-V/def2-TZVPD).

Structure (XYZ):
```
12
Properties=species:S:1:pos:R:3:lowdin_charge:R:1
H -1.748 1.888 0.382 0.21
N -1.171 0.994 -0.065 0.24
N -1.615 -0.160 0.142 0.01
C -0.912 -1.336 -0.269 -0.10
N 0.340 -1.464 -0.109 0.12
C 1.263 -0.531 0.293 -0.21
C 1.819 0.570 -0.315 0.09
H -2.548 -0.403 0.547 0.20
H -1.586 -2.161 -0.571 0.15
H 1.546 -0.934 1.282 0.14
H 2.676 1.020 0.166 0.07
H 1.560 0.892 -1.311 0.07
```

**Charge**: +1
**HOMO level (alpha / beta)**: -0.5020 / -0.5019 hartree
**Orbital gap (alpha / beta)**: 6.7555 / 6.7489 eV
**LUMO (alpha / beta)**: -6.90 / -6.91 eV

Stability, descending: w, x